No. 1
C3H5I3Si | ωB97M-V with the def2-TZVPD basis set

Structure (SMILES): I[SiH](I)I.C#CC
Relative energy (zero: lowest compared OMol25 entry of this formula, charge and spin): 233.87 kJ/mol

Last column: Mulliken charge in e.
Atoms and positions in Å:
C  -0.16152  -1.48428  -0.80046  -0.312
C  -0.51684  -0.73866  -1.63659  0.182
C  0.11677  -2.63151  0.03713  -1.019
Si  0.15985  2.52881  0.67362  0.233
I  2.32378  3.17188  1.84401  -0.055
I  -0.21191  3.41056  -1.60664  -0.060
I  -1.52463  3.67402  2.10179  -0.056
H  -0.13073  1.02477  0.47894  -0.085
H  -0.79726  0.12875  -2.10334  0.421
H  -0.73695  -3.27220  0.59416  0.247
H  0.80520  -2.35065  0.91465  0.246
H  0.67424  -3.46149  -0.49728  0.258

***

No. 2
C20H50F9N4O13S3 | ωB97M-V with the def2-TZVPD basis set

Net charge: +1

Last column: Mulliken charge in e.
Atoms and positions in Å:
C  -0.78472  2.18826  -4.09437  -1.603
C  -1.70880  3.16000  -3.45389  0.609
C  -3.07356  3.11802  -4.20028  -0.831
O  -3.86035  4.16526  -3.74072  -0.380
C  -5.17892  4.03965  -4.20280  -0.822
N  -2.01345  2.74781  -2.02895  0.116
H  -2.90350  2.28364  -1.91736  0.267
H  -1.36886  2.30636  -1.38885  0.074
H  -2.42754  3.53847  -1.55622  0.446
H  -0.58222  2.53804  -5.10666  0.516
H  -1.18958  1.18164  -4.19878  0.239
H  0.18032  2.05605  -3.60517  0.411
H  -1.20535  4.12223  -3.54743  0.229
H  -3.49497  2.12659  -4.03417  0.379
H  -2.85226  3.10226  -5.26746  0.465
H  -5.34562  3.42244  -5.08561  0.368
H  -5.55623  5.06182  -4.23295  0.264
H  -5.63197  3.43853  -3.41445  0.315
C  4.54109  -1.86007  -0.01232  -1.242
C  4.11993  -1.38527  1.44138  1.097
C  5.29234  -1.40248  2.38536  -1.105
O  6.09590  -0.19165  2.14747  -0.268
C  7.40451  -0.26929  2.67644  -0.821
N  3.54434  0.05757  1.40589  0.302
H  3.41476  0.57217  2.26525  0.463
H  4.02150  0.70805  0.79820  0.477
H  2.60560  -0.03860  1.04586  -0.184
H  5.41036  -1.30275  -0.36143  0.341
H  3.79700  -1.96810  -0.80147  0.182
H  4.75064  -2.92452  0.09318  0.454
H  3.41788  -2.05660  1.93590  -0.176
H  5.87502  -2.32112  2.31693  0.493
H  4.89074  -1.40971  3.39866  0.425
H  7.87536  -1.13582  2.21220  0.327
H  7.49001  -0.31489  3.76213  0.317
H  7.89546  0.68874  2.50545  0.255
C  -2.62034  -5.12416  -0.55776  -1.292
C  -2.80733  -4.32260  0.74670  0.216
C  -1.79532  -4.81922  1.80047  -0.901
O  -0.41156  -4.49896  1.37424  -0.277
C  0.41184  -4.22009  2.57229  -0.550
N  -2.52030  -2.80941  0.54952  0.305
H  -3.17493  -2.35069  -0.06784  0.372
H  -2.71912  -2.30318  1.40058  0.359
H  -1.57134  -2.49881  0.39754  -0.193
H  -2.33450  -6.16014  -0.37576  0.387
H  -1.73916  -4.86646  -1.14531  0.281
H  -3.50066  -4.98840  -1.18602  0.389
H  -3.80876  -4.37606  1.17374  0.402
H  -1.86287  -5.89327  1.97355  0.499
H  -1.97338  -4.35108  2.76858  0.423
H  1.39729  -3.86468  2.27118  0.020
H  0.56961  -5.15411  3.11157  0.395
H  -0.07535  -3.57663  3.30489  0.257
C  -1.00907  0.85220  4.41938  -0.762
N  -0.96687  1.85145  3.26004  0.322
C  0.34965  1.70540  2.55455  -0.974
C  -1.96586  1.32117  2.18219  -0.732
C  -1.27935  3.34233  3.52760  -0.473
C  -0.13147  4.18856  4.22897  -0.698
O  0.60974  3.38331  5.18315  -0.528
H  -0.29428  1.32606  5.09215  0.367
H  -0.72205  -0.15675  4.12319  0.230
H  -1.97334  0.76233  4.91960  0.346
H  1.19282  2.00366  3.17761  0.557
H  0.35187  2.32199  1.65571  0.468
H  0.41687  0.62945  2.39357  0.168
H  -1.83527  1.92611  1.28492  0.352
H  -2.99764  1.38128  2.52848  0.497
H  -1.76780  0.26036  2.02870  0.061
H  -2.22907  3.39122  4.06028  0.507
H  -1.38425  3.92298  2.61112  0.263
H  -0.65504  5.03825  4.66716  0.397
H  0.71633  4.57143  3.66086  0.417
H  1.41950  3.88497  5.30243  0.340
C  4.11195  0.99292  -3.31129  0.579
F  4.20417  1.75476  -4.37910  -0.218
F  2.78770  1.19809  -2.92270  -0.277
F  4.25729  -0.29093  -3.49824  -0.204
S  5.35027  1.80005  -1.95794  1.041
O  5.45860  3.21311  -2.38807  -0.635
O  4.58017  1.62447  -0.68905  -0.809
O  6.61039  1.04822  -1.99468  -0.672
C  -4.00466  -1.16927  -3.64423  0.507
F  -4.44133  -0.41918  -4.69343  -0.256
F  -2.83433  -1.61628  -3.92168  -0.189
F  -3.88184  -0.28734  -2.62716  -0.228
S  -5.18489  -2.60579  -3.12498  1.193
O  -4.74149  -3.77622  -3.88312  -0.682
O  -4.91800  -2.77469  -1.70987  -0.689
O  -6.57716  -2.19355  -3.35256  -0.671
C  0.26200  -1.31105  -1.92301  0.379
F  0.46536  -0.46075  -2.94989  -0.093
F  -0.87071  -2.08663  -2.15887  -0.084
F  1.41044  -2.03962  -1.64704  -0.157
S  -0.13464  -0.24697  -0.35111  0.948
O  -0.27465  -1.16095  0.79787  -1.019
O  1.02212  0.60785  -0.13430  -0.849
O  -1.41098  0.42736  -0.64806  -0.524

***

| no. | LUMO level (eV) |
| --- | --- |
| 1 | -0.81 |
| 2 | -3.40 |